Record 1
ORCA calculation (the ωB97M-V functional and the def2-TZVPD basis) on C3H8N2O2 as an isolated structure at a distorted geometry.

Positions of all 15 atoms, in Å:
H: 1.9788 1.4009 0.7484
H: -2.1052 -0.0680 -0.4084
N: 0.6813 -0.1801 0.4541
H: -0.3000 -1.2625 -1.1152
H: -1.2491 1.8824 -0.0634
O: -1.2229 -0.9578 0.9243
O: -0.2118 0.6344 -1.6077
H: 1.4708 -0.5789 -1.2056
C: 0.3639 -0.4670 -0.9256
H: -2.0424 1.7282 -1.9059
H: 2.7727 -0.2224 0.4406
N: -0.1296 -0.5845 1.3422
H: 1.9338 0.0984 2.0674
C: -1.4846 1.0258 -0.9458
C: 1.9802 0.2682 0.9273

* charge: 0
* ΔE to the lowest compared entry with this formula, charge and spin: 6.693 eV
* LUMO level: 0.76 eV

Record 2
ORCA calculation (the ωB97M-V functional and the def2-TZVPD basis) on the molecule C6H12O at a distorted geometry.

Positions of all 19 atoms, in Å:
C: -0.9847 -0.6299 -0.4473
H: 2.5637 -0.9299 0.1256
C: -0.3193 -0.6452 0.8583
O: 0.5185 0.4895 1.1897
H: 0.2166 -1.5925 0.9974
H: -1.2971 0.9428 -2.0047
H: 3.3199 0.5639 0.7044
H: 0.6604 0.3070 -0.7975
H: 1.2430 1.8507 -0.1953
H: -1.5935 1.4645 -0.3438
C: 2.6330 0.1523 -0.0381
H: -2.7188 0.3519 -1.1612
H: -0.7354 -1.3794 -1.2091
H: -1.9558 -1.6700 1.9494
H: -2.4742 -0.0998 1.2001
C: -1.7152 -0.8732 1.2146
C: 1.2492 0.7743 0.0161
H: 3.0572 0.3141 -1.0363
C: -1.6676 0.6087 -1.0223

* charge: 0
* ΔE to the lowest compared entry with this formula, charge and spin: 3.282 eV
* LUMO level: 1.06 eV

Record 3
ORCA calculation (the ωB97M-V functional and the def2-TZVPD basis) on C34H45AsInP2S as an isolated structure.

Positions of all 84 atoms, in Å:
H: -3.3973 -1.8512 -4.0862
C: -2.6723 3.4126 -0.3125
S: -0.1016 2.9449 0.5486
H: -7.9005 0.6943 -2.9835
C: 2.6304 -1.5713 2.9997
C: 1.3267 1.5231 3.3992
H: 2.3385 1.4887 2.9883
C: -1.5820 2.9072 -2.9982
H: -4.8959 5.7878 0.6416
H: -4.7273 1.0078 -0.1288
H: 0.8620 2.4476 3.0586
C: -1.7968 -1.9822 -2.7088
C: -0.5242 -5.0635 -1.1188
C: -4.2487 1.6643 -2.1227
H: 4.8835 -1.7454 1.0001
H: -4.0849 2.1948 -4.2004
H: -0.9465 5.0981 2.1296
C: -0.2534 4.2671 -5.0321
C: -0.2841 2.5495 -3.3519
H: 0.2112 1.7414 -2.8306
H: -0.8972 0.2969 4.8997
C: -0.4295 -1.9615 -3.2013
C: -2.9448 5.5487 1.5047
H: 0.4104 -3.1288 1.3849
H: -1.7291 1.0822 3.5387
C: -1.1500 0.2081 3.8419
H: 1.3928 2.9465 -4.6329
In: -0.1422 -0.4914 -0.3229
C: 1.6226 -3.4611 -2.9023
C: 0.2204 -3.0153 -2.6240
C: 0.3813 3.2277 -4.3654
H: 1.8518 -4.0633 1.8499
H: -3.8067 -2.5496 -0.8035
C: -6.0419 1.4705 -3.7226
C: -3.9762 5.2155 0.6289
H: 4.1653 -2.6605 -0.3274
H: -7.0524 0.4052 -0.6705
H: 2.2902 -2.6067 -3.0346
C: -1.6051 3.7579 0.5736
C: -1.9321 -3.0314 -1.7523
H: 1.3799 1.5184 4.4896
H: 4.2949 -3.3986 1.2857
C: -3.8374 4.1592 -0.2725
H: 0.2615 4.7956 -5.8255
H: 2.0250 -4.0839 -2.1012
H: -0.3580 -0.0443 -4.2013
P: 2.4602 -1.7852 1.1720
H: -3.0095 -3.9788 -0.1454
H: -2.6116 -0.3077 -3.7857
C: 1.4599 -3.3241 1.1483
C: -6.8802 0.9656 -2.7409
H: -1.7694 -0.6779 3.6964
H: -0.9086 -5.1040 -0.0972
C: 1.2735 -1.2762 3.6664
H: 1.4988 -3.7326 0.1391
H: 0.6384 -2.1654 3.6434
C: -4.7296 1.8181 -3.4165
C: -3.2082 -3.4231 -1.0648
C: -2.9319 -1.2319 -3.3083
H: -3.7115 -1.0037 -2.5807
C: -6.4055 0.8029 -1.4427
H: -6.4070 1.5974 -4.7345
H: -0.1321 -1.4251 -5.2688
H: 3.3287 -0.7503 3.1749
H: -3.8300 -4.0630 -1.6992
H: -1.0628 -5.8289 -1.6879
C: -0.7399 -3.7198 -1.7422
P: 0.3609 0.0816 2.8104
H: -4.6520 3.9226 -0.9436
C: -5.0950 1.1413 -1.1407
H: 1.6728 -4.0501 -3.8228
C: 4.1082 -2.4695 0.7444
H: -3.2024 4.2761 -3.3674
C: -2.2071 3.9624 -3.6593
C: 0.0886 -1.0381 -4.2683
H: 1.1728 -0.9193 -4.2003
H: 1.4048 -0.9983 4.7149
H: 0.5253 -5.3578 -1.1034
C: -1.7675 4.8373 1.4738
H: -3.0627 6.3723 2.1977
H: 3.0797 -2.4744 3.4157
As: -2.4049 1.9145 -1.5471
C: -1.5457 4.6363 -4.6767
H: -2.0365 5.4550 -5.1896

* charge: +1
* ΔE to the lowest compared entry with this formula, charge and spin: 0.690 eV
* LUMO level (spin up / spin down): -3.54 / -4.71 eV

Record 4
ORCA calculation (the ωB97M-V functional and the def2-TZVPD basis) on an isolated ion of composition C3H3OS2 and charge -1 at a distorted geometry.

Positions of all 9 atoms, in Å:
O: -3.8251 -0.4886 0.3379
C: -1.4995 -0.8606 0.2041
C: -0.3119 -0.1123 0.6516
H: -0.0529 0.7435 -0.0333
C: -2.7569 0.0390 0.1020
S: -2.5931 1.7411 -0.4340
H: 0.6886 -0.5936 0.5720
S: -1.4604 -2.4177 -0.2281
H: -0.5022 0.2772 1.6453

* charge: -1
* ΔE to the lowest compared entry with this formula, charge and spin: 0.555 eV
* LUMO level: 3.24 eV

Record 5
ORCA calculation (the ωB97M-V functional and the def2-TZVPD basis) on a 2-piece molecular cluster, C4H10S overall at a distorted geometry.

Positions of all 15 atoms, in Å:
H: -3.6502 0.9698 0.1905
H: 0.5989 1.3521 -0.2153
H: 2.4374 1.1082 -0.0536
H: 1.4709 -0.0649 -2.0867
C: -2.7377 0.5188 0.5896
C: 1.4073 -0.5800 -1.0546
H: 0.0993 -0.7832 1.0747
H: 1.9481 -1.1443 1.2990
H: 0.5082 -1.1962 -1.1539
S: -1.5886 0.1065 -0.7372
H: -3.0514 -0.3921 1.1115
C: 1.1451 -0.5383 0.8017
H: 2.2918 -1.1850 -1.0381
H: -2.3040 1.2517 1.3198
C: 1.4250 0.5768 -0.0471

* charge: 0
* ΔE to the lowest compared entry with this formula, charge and spin: 5.085 eV
* LUMO level: -1.63 eV

Record 6
ORCA calculation (the ωB97M-V functional and the def2-TZVPD basis) on C36H31F2IrN5O3S as an isolated structure at a distorted geometry.

Positions of all 79 atoms, in Å:
H: 1.4130 -6.3196 -0.9307
C: -0.3300 -0.6940 -1.7909
H: -2.3291 -1.4107 -1.6339
H: -1.0412 -5.1011 5.6634
H: 0.7873 5.5613 2.8451
H: 0.0662 2.8660 0.6790
O: 0.7154 3.5809 2.4598
H: 1.6894 -1.1232 -4.4846
N: -0.8812 -2.5894 2.7694
F: 2.4575 -4.2659 -2.1312
C: 1.4379 -2.9340 -0.5105
N: -0.3336 -0.1028 -0.4765
C: 0.6331 4.8448 -3.6217
C: 0.8216 -0.6055 -2.5923
C: 0.4814 -0.0272 2.2966
N: -2.6496 -0.9556 1.1865
H: 2.2089 4.6529 3.4259
C: 1.6157 5.4730 -2.8651
H: -0.3051 -2.2904 -5.2962
C: -4.8320 -1.3893 0.6643
C: 0.4490 1.3314 1.9483
H: 1.7763 0.2736 5.4262
S: -4.9312 0.0664 1.5458
H: 2.7907 5.4179 -1.0748
H: 1.7855 3.3608 -0.2444
H: 0.6498 4.5581 4.3011
H: 1.1591 -1.4364 3.7944
C: -0.1348 1.2017 -0.4500
C: 0.2190 -4.0273 1.2914
C: -3.5429 -1.7960 0.5675
H: -2.1967 2.8163 -5.3523
C: 1.1233 4.6474 3.3238
O: -0.9117 2.9695 -3.8045
N: -0.2594 1.9637 -1.5502
C: 0.8224 2.3094 2.9116
H: -0.6308 3.5380 -5.7864
C: 3.1079 0.0456 -2.7690
H: 3.0015 0.6143 -3.6939
C: 1.2642 1.9295 4.1547
H: -1.8906 -2.7635 5.9510
C: -1.3880 -2.2241 3.9533
H: -1.7588 -1.2103 4.0253
C: -1.4700 -3.0973 5.0140
H: 1.8555 -2.0628 -0.9883
H: 3.4381 -0.9707 -2.9919
C: 0.0368 3.6890 -3.1487
C: -1.0031 -4.3955 4.8449
N: 0.0791 1.8544 0.7172
H: -1.8369 4.4921 -4.8759
H: -0.7297 1.5380 -2.3394
H: 3.8318 0.5346 -2.1250
C: -0.3157 -1.8537 -4.3069
H: 1.5626 2.6701 4.8813
C: -1.4161 3.4980 -5.0301
C: -1.4443 -1.3695 -2.2564
H: 0.3428 5.2591 -4.5756
H: 2.0769 6.3754 -3.2412
C: 0.6415 -2.8521 0.6198
C: 0.8155 -1.1834 -3.8527
C: 1.2137 -5.3559 -0.4835
C: 1.7064 -4.1854 -1.0350
H: -0.0883 -5.7739 3.4721
Ir: -0.4770 -1.3079 1.1803
C: 2.0111 4.9419 -1.6524
O: 1.8802 0.0322 -2.0375
H: -5.7088 -1.8705 0.2644
H: -3.1941 -2.7002 0.0913
C: -1.4451 -1.9582 -3.5147
C: -0.4745 -4.7785 3.6253
C: -0.4275 -3.8498 2.5945
H: -2.7298 0.8386 2.2923
C: -3.2536 0.0656 1.7498
C: 1.4185 3.7795 -1.1705
C: 0.4789 -5.2498 0.6783
C: 1.3833 0.5655 4.4622
C: 1.0135 -0.3925 3.5577
F: 0.0034 -6.3686 1.2333
C: 0.4201 3.1586 -1.9034
H: -2.3243 -2.4730 -3.8748

* charge: +2
* 2S+1: 2
* ΔE to the lowest compared entry with this formula, charge and spin: 1.502 eV
* LUMO level (spin up / spin down): -6.34 / -7.61 eV

Record 7
ORCA calculation (the ωB97M-V functional and the def2-TZVPD basis) on FH16InO8 as an isolated structure at a distorted geometry.

Positions of all 26 atoms, in Å:
O: -11.3580 -0.4200 6.9140
O: -11.5530 0.8810 3.1040
H: -11.0990 1.3690 2.4020
H: -12.7600 -2.1720 4.7360
H: -7.3350 -0.8880 3.0020
H: -8.8330 1.7130 7.6790
O: -6.6160 0.5600 6.3300
O: -8.1500 -0.8940 2.5160
H: -7.0130 0.6680 5.4780
F: -9.5670 -0.1380 4.6190
H: -12.4660 0.9420 2.8620
H: -11.2430 -2.1730 4.1970
H: -8.4600 -2.9900 6.0980
H: -8.7520 -0.7800 3.2720
In: -11.1370 0.8320 5.2220
O: -8.4040 -2.0790 6.3050
O: -12.0120 -1.6340 4.4730
H: -11.4720 -0.0940 7.7980
O: -9.1230 1.2120 6.8890
H: -8.4170 0.6020 6.9000
H: -10.1830 3.5790 4.4140
H: -11.1860 -1.3590 6.9760
H: -8.6330 -1.5030 5.5580
H: -9.1900 2.3420 4.3730
O: -10.0840 2.5980 4.6050
H: -6.5670 -0.3950 6.3410

* charge: +2
* ΔE to the lowest compared entry with this formula, charge and spin: 2.256 eV
* LUMO level: -10.95 eV

Record 8
ORCA calculation (the ωB97M-V functional and the def2-TZVPD basis) on a 15-piece molecular cluster, H30O15 overall at a distorted geometry.

Positions of all 45 atoms, in Å:
O: -1.8053 -1.8401 2.1730
H: -0.0695 1.3882 3.0078
H: -1.0458 0.4683 3.6958
O: 1.0259 -2.2505 2.2641
H: -1.6849 -2.1855 -0.4816
H: 1.7791 -2.8407 2.0523
H: -1.9573 1.0259 1.4179
H: 0.8255 1.3772 -3.1913
H: 1.8686 0.2500 0.7827
O: -0.2591 0.4595 3.1719
H: -0.1402 -3.8482 -3.1858
O: 2.3165 0.3520 1.5769
H: 1.6378 0.6373 2.1308
O: 1.5021 1.0485 -2.4939
O: 1.5845 -1.9828 -2.3906
H: -0.9611 -1.5620 2.5728
H: 1.0527 0.3366 -2.0493
H: -1.2092 3.1546 -0.5574
H: -2.7512 -1.9492 -1.5767
H: 2.0528 -2.7307 -2.3929
H: 0.3747 3.7340 2.4284
H: 1.0553 3.0357 1.3904
H: 1.4301 2.3177 -1.0112
H: -1.6824 0.1469 -1.6880
H: 0.7970 -2.4634 -0.3699
H: -0.0997 -2.8057 0.8853
H: -1.3631 2.3966 1.3818
H: 1.5794 -1.8224 -3.3484
H: -0.4862 -2.8255 -2.1039
O: 1.6557 2.8993 -0.2188
O: 0.6689 2.8636 2.2657
H: -0.7314 4.0431 -1.6242
O: -1.6012 0.7561 -2.4159
H: -0.0885 -0.9228 -0.1824
H: -0.0122 0.5239 0.1544
H: -1.4450 1.6327 -2.0565
O: -1.3918 1.5869 0.9076
H: 2.5259 2.7217 0.0224
O: 0.0009 -2.8369 -0.0972
O: -1.4153 3.3708 -1.4262
O: -2.2344 -1.5144 -0.8687
O: 0.4634 -0.1764 -0.3303
H: 1.5648 -1.4935 2.3304
O: -0.8352 -3.2644 -2.8490
H: -2.4915 -1.2122 2.2976

* charge: 0
* ΔE to the lowest compared entry with this formula, charge and spin: 1.792 eV
* LUMO level: -0.16 eV